86
Properties=species:S:1:pos:R:3 method="wB97M-V/def2-TZVPD" e_lumo_ev=2.56 e_tot_ev=-77359.080 total_charge=-1 relative_energy_kj_mol=0.0 homo_lumo_gap_ev=7.272
C 3.958 -0.766 0.139
C 2.579 -0.792 -0.536
C 1.353 -1.144 0.342
C 1.821 -1.801 1.641
P 0.047 0.252 0.551
C 1.389 1.553 1.013
C 1.905 2.555 -0.027
C 3.325 3.069 0.278
C 3.998 3.674 -0.956
C 4.445 2.624 -1.970
C 5.426 3.162 -3.017
O 6.770 2.757 -2.802
C 7.007 1.444 -3.239
C -1.213 1.748 0.816
O -2.510 1.559 0.226
O -3.052 2.829 -0.192
C -0.061 0.577 -1.330
C -0.827 -0.368 -2.269
N -2.271 -0.262 -2.176
N -0.422 -1.753 -2.122
N -0.466 0.163 -3.672
O -0.097 -0.033 2.375
C -1.137 -0.744 2.814
F -0.697 -1.883 3.625
B -2.047 0.047 3.899
O -2.000 1.408 4.011
O -2.768 -0.673 4.863
C -1.894 -1.359 1.555
N -2.038 -2.886 1.474
C -0.941 -3.778 1.397
O -0.525 -4.300 0.411
F -0.536 -4.186 2.578
C -2.929 -3.263 0.435
O -3.039 -2.885 -0.679
F -3.726 -4.245 0.902
P -3.656 -0.651 1.829
C -4.607 -1.968 2.677
O -4.365 -0.566 0.352
O -1.296 -0.876 0.447
H 3.968 -0.200 1.069
H 4.699 -0.339 -0.539
H 4.304 -1.774 0.369
H 2.499 0.143 -1.083
H 2.664 -1.567 -1.307
H 0.811 -1.926 -0.179
H 2.470 -2.651 1.410
H 2.328 -1.112 2.314
H 0.998 -2.218 2.197
H 2.232 1.062 1.504
H 0.946 2.143 1.819
H 1.914 2.201 -1.053
H 1.270 3.445 -0.001
H 3.291 3.824 1.066
H 3.940 2.247 0.652
H 4.861 4.281 -0.671
H 3.267 4.335 -1.431
H 4.857 1.742 -1.480
H 3.564 2.272 -2.511
H 5.119 2.819 -4.013
H 5.395 4.250 -3.032
H 7.996 1.152 -2.894
H 6.972 1.374 -4.332
H 6.283 0.732 -2.830
H -0.800 2.649 0.360
H -1.358 1.973 1.875
H -3.263 3.266 0.648
H -0.466 1.567 -1.531
H 0.929 0.603 -1.775
H -2.691 -1.084 -2.598
H -2.542 0.532 -2.742
H 0.461 -1.908 -2.590
H -1.095 -2.388 -2.535
H 0.536 0.063 -3.821
H -0.906 -0.473 -4.333
H -2.745 1.724 4.531
H -2.167 -1.049 5.512
H -5.269 -1.480 3.385
H -3.936 -2.671 3.158
H -5.209 -2.463 1.929
H -4.490 0.368 0.147
C -8.080 -2.422 -0.157
O -7.049 -2.049 0.743
H -8.881 -2.867 0.430
H -8.478 -1.556 -0.694
H -7.727 -3.159 -0.885
H -6.329 -1.650 0.235

---

10
Properties=species:S:1:pos:R:3 method="wB97M-V/def2-TZVPD" e_lumo_ev=1.06 e_tot_ev=-5150.918 total_charge=0 relative_energy_kj_mol=96.7 homo_lumo_gap_ev=9.692 smiles="[H]/N=C/NC"
C 1.365 0.563 -1.033
N 0.292 -0.274 -0.423
C -0.428 0.095 0.655
N -1.482 -0.601 0.933
H 2.308 0.084 -0.799
H 1.199 0.460 -2.110
H 1.184 1.594 -0.768
H -0.132 -0.966 -1.009
H -0.044 0.964 1.172
H -1.901 -0.256 1.793

---

137
Properties=species:S:1:pos:R:3 method="wB97M-V/def2-TZVPD" e_lumo_ev=-1.90 e_tot_ev=-119665.032 total_charge=0 homo_lumo_gap_ev=7.129 smiles="O=C1C=CC(=O)c2c(OB(O)O)ccc(CCF)c21.O=C1C=CC(=O)C=C1.O=C1C=CC(=O)C=C1.O=C1C=CC(=O)C=C1.O=C1C=CC(=O)C=C1.O=C1C=CC(=O)C=C1.O=C1C=CC(=O)C=C1.O=C1C=CC(=O)C=C1.O=C1C=CC(=O)C=C1.O=C1C=CC(=O)C=C1"
O -3.709 -1.754 3.435
C -2.916 -2.279 2.686
C -1.402 -2.279 2.947
C -0.533 -2.283 1.937
C -1.081 -2.275 0.519
O -0.592 -1.681 -0.412
C -2.400 -3.064 0.327
C -2.713 -3.784 -0.844
O -1.755 -3.810 -1.857
B -0.915 -4.893 -1.494
O -1.335 -6.211 -1.679
O 0.324 -4.648 -0.913
C -3.942 -4.463 -0.950
C -4.877 -4.442 0.101
C -4.560 -3.728 1.289
C -5.600 -3.738 2.438
C -4.978 -4.559 3.623
F -5.532 -5.855 3.578
C -3.336 -3.042 1.415
H -1.017 -2.316 3.973
H 0.552 -2.310 2.124
H -1.278 -6.630 -0.810
H 0.655 -5.509 -0.620
H -4.168 -5.009 -1.875
H -5.842 -4.973 0.014
H -5.810 -2.711 2.782
H -6.535 -4.210 2.082
H -5.167 -4.100 4.609
H -3.896 -4.689 3.430
C 1.916 -8.779 -3.298
C 2.772 -9.769 -3.057
C 2.847 -10.413 -1.724
O 3.628 -11.313 -1.502
C 1.929 -9.914 -0.670
C 1.073 -8.924 -0.913
C 0.997 -8.278 -2.246
O 0.211 -7.374 -2.467
H 1.847 -8.296 -4.265
H 3.449 -10.146 -3.814
H 1.995 -10.396 0.297
H 0.397 -8.549 -0.154
C -1.118 1.749 5.613
C -0.753 0.658 4.944
C 0.454 -0.110 5.327
O 0.791 -1.105 4.714
C 1.239 0.380 6.484
C 0.875 1.471 7.154
C -0.333 2.241 6.770
O -0.666 3.234 7.382
H -1.995 2.323 5.347
H -1.315 0.285 4.097
H 2.118 -0.195 6.749
H 1.437 1.845 8.001
C 1.661 2.889 1.200
C 0.527 2.834 1.888
C 0.175 3.879 2.871
O -0.863 3.827 3.504
C 1.132 4.995 3.059
C 2.268 5.052 2.369
C 2.620 4.001 1.384
O 3.657 4.052 0.751
H 1.934 2.131 0.477
H -0.184 2.028 1.763
H 0.856 5.752 3.783
H 2.981 5.858 2.492
C 7.788 5.328 0.455
C 6.651 5.271 1.145
C 6.298 6.321 2.130
O 5.263 6.271 2.764
C 7.257 7.437 2.316
C 8.393 7.493 1.625
C 8.747 6.443 0.639
O 9.782 6.496 0.009
H 8.064 4.571 -0.268
H 5.939 4.466 1.022
H 6.981 8.194 3.039
H 9.105 8.299 1.748
C -1.878 7.017 -1.902
C -1.149 5.911 -1.792
C -0.810 5.340 -0.468
O -0.136 4.329 -0.383
C -1.319 6.050 0.730
C -2.048 7.156 0.620
C -2.385 7.727 -0.705
O -3.051 8.736 -0.807
H -2.132 7.448 -2.862
H -0.770 5.380 -2.656
H -1.066 5.623 1.688
H -2.426 7.688 1.484
C 1.608 9.746 -2.726
C 2.543 9.793 -3.671
C 3.622 8.778 -3.737
O 4.476 8.822 -4.599
C 3.619 7.709 -2.711
C 2.685 7.662 -1.765
C 1.606 8.677 -1.700
O 0.752 8.632 -0.838
H 0.813 10.478 -2.661
H 2.561 10.566 -4.430
H 4.414 6.976 -2.775
H 2.667 6.888 -1.006
C 3.750 9.043 -7.768
C 4.806 9.266 -8.547
C 4.660 9.905 -9.876
O 5.621 10.107 -10.588
C 3.292 10.290 -10.303
C 2.237 10.067 -9.523
C 2.384 9.427 -8.194
O 1.422 9.226 -7.481
H 3.837 8.578 -6.796
H 5.811 8.993 -8.250
H 3.205 10.756 -11.276
H 1.231 10.341 -9.819
C 1.321 -10.974 5.059
C 1.507 -10.856 3.747
C 0.893 -11.811 2.795
O 1.064 -11.705 1.596
C 0.065 -12.902 3.359
C -0.121 -13.022 4.671
C 0.492 -12.066 5.625
O 0.322 -12.172 6.820
H 1.762 -10.286 5.770
H 2.108 -10.065 3.317
H -0.375 -13.589 2.647
H -0.723 -13.813 5.100
C -10.184 -4.838 -2.263
C -9.417 -4.709 -1.183
C -8.278 -5.622 -0.938
O -7.577 -5.505 0.050
C -8.022 -6.684 -1.938
C -8.789 -6.815 -3.018
C -9.930 -5.901 -3.265
O -10.628 -6.018 -4.250
H -11.022 -4.181 -2.459
H -9.587 -3.939 -0.441
H -7.184 -7.341 -1.740
H -8.617 -7.585 -3.759